Record 1
A cluster of 5 separate species, C25H55BIN2O10 in total in a non-equilibrium geometry. Source: the Open Molecules 2025 dataset; level of theory: ωB97M-V/def2-TZVPD.

Geometry as ORCA input:
```
! wB97M-V def2-TZVPD RIJCOSX def2/J DEFGRID3
* xyz 1 1
C 1.30340 -3.64286 1.42911
C 2.16908 -2.53806 1.33353
C 1.93776 -1.19527 0.64926
C 0.47552 -0.84533 0.22774
C 0.18904 -1.76571 -1.00565
C -1.27089 -1.78932 -1.41914
O -2.12435 -1.08717 -1.04056
I -1.83974 -3.34867 -2.84377
C -0.51735 -1.06948 1.39199
N -1.15153 0.20404 1.93378
C -1.75046 -0.17358 3.24843
N -3.00406 0.54658 3.53922
C -0.05335 1.22015 1.99940
B -0.29222 2.46788 3.00570
O -0.78982 3.71590 2.68414
O -0.01093 2.22410 4.35915
C 0.38429 1.57198 0.55838
C -0.43864 2.67560 -0.16440
C -1.97216 2.68004 0.06094
C -2.79682 1.91173 -1.02104
O -3.79717 1.20169 -0.30036
C -4.75695 0.56496 -1.15405
C 1.83849 2.21668 0.73086
C 2.65543 1.98839 -0.60795
C 2.32153 3.01407 -1.73558
O 3.60081 2.99434 -0.91198
O 0.49041 0.46792 -0.34585
H 1.35425 -4.50109 0.73952
H 0.49772 -3.67604 2.18747
H 3.13786 -2.65327 1.84950
H 2.42248 -0.41650 1.27310
H 2.53635 -1.22175 -0.28566
H 0.74828 -1.28555 -1.83611
H 0.61001 -2.77424 -0.91072
H -1.37198 -1.71956 1.14079
H -0.06226 -1.55162 2.27697
H -1.92538 0.42044 1.28588
H -1.03971 -0.15919 4.08886
H -2.05668 -1.23341 3.14507
H -2.95447 0.99869 4.44955
H -3.12284 1.29942 2.86043
H 0.80542 0.67403 2.44492
H -0.02132 4.29336 2.52809
H 0.94162 2.06722 4.46477
H -0.26424 2.52612 -1.24728
H -0.07761 3.69921 0.02626
H -2.29903 3.73041 -0.05014
H -2.32025 2.37859 1.06172
H -2.16691 1.28711 -1.68015
H -3.32252 2.64764 -1.66429
H -5.75543 0.75263 -0.71696
H -4.62895 -0.53293 -1.13926
H -4.66809 0.97194 -2.17317
H 2.42660 1.74782 1.53904
H 1.80881 3.30807 0.85149
H 2.86006 0.95250 -0.91773
H 2.71838 2.73344 -2.71231
H 1.96532 4.00534 -1.44743
C 0.56469 4.51727 -5.21332
C 1.85240 3.75728 -5.47000
O 1.73363 2.40182 -5.03679
H 0.31484 4.49770 -4.15045
H 0.65250 5.55612 -5.53480
H -0.26995 4.05570 -5.74745
H 2.67822 4.20752 -4.91930
H 2.10207 3.76706 -6.53486
H 1.01090 2.00068 -5.53155
C -0.14654 -4.01069 6.15762
C -1.35661 -3.29871 5.58457
O -1.46272 -3.54975 4.18123
H 0.76522 -3.67775 5.65782
H -0.05062 -3.82028 7.22744
H -0.22294 -5.08894 5.99996
H -1.26836 -2.22036 5.72362
H -2.27443 -3.63520 6.07435
H -1.55049 -4.50259 4.06300
C -4.38072 0.17224 -5.89214
C -4.26124 1.61366 -5.43557
O -3.27759 1.73700 -4.40568
H -4.65146 -0.47187 -5.05352
H -5.13603 0.06995 -6.67268
H -3.42526 -0.19084 -6.27997
H -5.20858 1.96706 -5.02952
H -3.98065 2.26302 -6.27031
H -2.43788 1.43439 -4.76872
C 6.97899 -5.05800 0.84444
C 6.02276 -4.37695 1.80388
O 4.79338 -4.05375 1.14970
H 7.18414 -4.41341 -0.01156
H 7.92193 -5.29903 1.33727
H 6.54266 -5.98088 0.45426
H 6.45204 -3.44654 2.17476
H 5.80751 -5.02376 2.66004
H 4.40938 -4.87856 0.83072
*
```

Energy above the lowest of the compared OMol25 structures with the same formula, charge and spin (eV): 0.0000
E_LUMO (hartree): -0.1132
Kohn-Sham gap (eV): 6.9
HOMO level (eV): -9.96
Electronic energy (eV): -59036.9225



Record 2
The molecule C20H27NO. Source: the Open Molecules 2025 dataset; level of theory: ωB97M-V/def2-TZVPD.

Geometry as ORCA input:
```
! wB97M-V def2-TZVPD RIJCOSX def2/J DEFGRID3
* xyz 0 1
C 3.31689 -6.83287 1.08439
O 3.42212 -5.60198 0.41500
C 2.36760 -4.73555 0.47793
C 2.52756 -3.53226 -0.20989
C 1.52147 -2.59115 -0.21110
C 0.32722 -2.81477 0.46752
C -0.74255 -1.76376 0.49272
C -0.48561 -0.75904 1.62304
C -1.28833 0.53963 1.44821
C -2.78825 0.29133 1.58386
N -1.02285 1.11479 0.13795
C 0.26444 1.76720 0.00645
C 0.36791 2.44940 -1.36396
C 1.78584 2.96733 -1.60737
C -0.65175 3.55582 -1.47654
C -0.57535 4.69044 -0.67657
C -1.52486 5.69138 -0.77481
C -2.57016 5.57457 -1.67509
C -2.65881 4.44897 -2.47523
C -1.70700 3.44937 -2.37435
C 0.17922 -4.01163 1.14948
C 1.18072 -4.96933 1.16001
H 4.25598 -7.35200 0.89811
H 2.48886 -7.43460 0.69465
H 3.18870 -6.69574 2.16348
H 3.45310 -3.36397 -0.73804
H 1.65783 -1.66583 -0.75235
H -0.74868 -1.21039 -0.44719
H -1.71846 -2.23025 0.63003
H 0.57869 -0.51774 1.64213
H -0.73380 -1.20600 2.58735
H -0.97599 1.23283 2.25673
H -3.14332 -0.30572 0.74894
H -3.00383 -0.23137 2.51218
H -3.33054 1.23533 1.58654
H -1.75256 1.78504 -0.08852
H 1.04586 1.00626 0.08526
H 0.43923 2.50984 0.80697
H 0.13743 1.69213 -2.12044
H 1.83885 3.48143 -2.56445
H 2.49228 2.14034 -1.61810
H 2.08667 3.66220 -0.82723
H 0.23237 4.79650 0.03297
H -1.44909 6.56672 -0.14572
H -3.31121 6.35663 -1.75170
H -3.47171 4.34803 -3.17976
H -1.78409 2.57110 -2.99980
H -0.73877 -4.20989 1.68475
H 1.02066 -5.88874 1.70157
*
```

Energy above the lowest of the compared OMol25 structures with the same formula, charge and spin (eV): 0.4185
E_LUMO (hartree): 0.0325
Kohn-Sham gap (eV): 9.0
HOMO level (eV): -8.09
SMILES: COc1ccc(CC[C@H](C)NC[C@H](C)c2ccccc2)cc1
Electronic energy (eV): -24715.8839